This record from the Open Molecules 2025 dataset describes a cluster of 2 separate species, C4H7NO2 in total. The level of theory is ωB97M-V/def2-TZVPD.

Each line ends with the Mulliken charge.
Atoms and positions in Å:
C  -2.00953  -1.33029  -0.09652  -0.745
N  -0.98503  -0.51994  -0.75734  -0.200
C  -0.24417  0.29575  -0.02658  0.577
C  0.55941  -0.39273  -1.01924  -0.326
O  2.24174  1.41310  -0.31470  -0.480
C  1.93135  1.65922  0.82991  -0.075
O  -0.27293  0.88218  1.03443  -0.607
H  -2.89737  -0.68919  -0.02235  0.269
H  -2.27621  -2.21892  -0.66643  0.295
H  -1.72104  -1.60082  0.92785  0.302
H  0.76320  0.03321  -1.99861  0.231
H  1.31376  -1.10368  -0.66906  0.264
H  1.49555  2.62757  1.12301  0.247
H  2.10127  0.94455  1.65563  0.249

Atoms 1-2, force components in eV/Å:
C -0.1 -0.2 0.0
N 0.0 0.3 0.2

Computed properties:
ΔE to the lowest compared entry with this formula, charge and spin: 358.6 kJ/mol
Charge: 0
2S+1: 1
Strongest force on any atom: 0.617 eV Å⁻¹
Frontier orbital gap: 10.6 eV
SMILES: CN1CC1=O.C=O
HOMO level: -9.7 eV